9 unconnected molecules or ions with the total composition C44H74O10 in a non-equilibrium geometry, computed with ωB97M-V/def2-TZVPD.

Output
net charge: 0
2S+1: 1
highest occupied orbital energy: -0.34105 Eh

XYZ file:
```
128
Properties=species:S:1:pos:R:3:forces:R:3:mulliken_charge:R:1
O 1.2202 5.2737 6.1779 -0.6201 -2.4081 0.0869 -0.38
O -7.4537 -1.2897 -0.3321 -0.3941 0.0050 0.9263 -0.28
O -8.1543 3.0901 5.1454 -3.6856 0.4092 0.0082 -0.33
O -11.0956 5.3262 5.5015 0.1510 0.9695 0.8307 -0.34
O 4.9453 2.4647 -6.4507 -0.3184 1.3542 -0.7193 -0.32
O 4.9998 4.7089 -8.6345 1.0373 0.4009 2.2961 -0.30
O -9.1925 -0.3338 -2.9628 1.2831 1.4230 0.0572 -0.38
O 3.4135 4.8175 3.9913 0.0030 2.0544 -1.1377 -0.26
O -0.3125 -2.2027 -7.2074 -0.5746 1.2290 1.5768 -0.34
O 2.6033 -2.2623 -8.5610 -1.6977 -1.4307 0.1189 -0.35
C 0.3196 -3.6305 6.8123 -0.0023 0.7036 1.2314 -0.31
C 2.4285 5.9096 4.0749 0.0712 -1.5619 0.8653 -0.56
C 5.8069 -1.9896 4.1656 2.1109 0.5782 0.4550 -0.53
C -1.1056 -4.9453 5.4688 -1.3295 -0.6483 -0.9155 -0.24
C -0.6029 -5.6613 7.6507 0.1672 1.0479 1.9796 -0.28
C -1.1152 0.8515 1.9252 0.9909 0.8522 -1.0083 -0.63
C 0.9671 0.4975 0.7896 1.0687 -1.0385 -0.5411 -0.62
C 4.5532 -4.9270 -4.0914 -1.3509 0.4150 0.6205 -0.20
C 8.0143 -0.9354 4.6319 -1.0753 -1.9644 -0.2026 -0.47
C 6.5597 -6.1502 -4.3967 -0.3042 -1.4395 0.2754 -0.34
C 5.9331 2.6362 -7.4623 -0.5409 0.5551 0.6227 -0.47
C 1.4458 -1.4120 -8.7089 0.7200 0.6319 -0.0544 -0.66
C 4.7289 5.3499 3.8038 1.0297 -1.6866 1.7419 -0.89
C 0.2007 1.2158 1.6638 -0.2307 0.2322 1.2449 -0.19
C -10.1576 -0.6624 -2.0189 0.6475 -1.9892 1.7428 -0.61
C 0.6924 -1.1861 -7.4073 0.3224 -1.0782 -0.4065 -0.39
C 2.1949 -3.6620 -8.4921 0.1054 0.0386 -0.8722 -0.75
C -1.2974 -5.8852 6.4743 0.7687 0.4724 -0.1936 -0.44
C 7.6325 -3.2801 5.1187 -0.8936 -0.4267 1.0712 -0.51
C -0.3974 -3.8092 5.6691 1.0366 1.1127 -0.5057 -0.39
C 0.1653 -4.4970 7.8754 0.4650 -0.5220 -1.5887 -0.38
C 8.4947 -2.2060 5.0946 -0.4277 1.8309 -0.7725 -0.18
C 5.4047 1.7265 -5.3788 0.4219 -1.3679 0.5583 -0.74
C 1.7433 3.9563 6.4919 -0.1741 -0.2991 0.1339 -0.72
C -1.6392 -0.0988 1.0887 -1.8637 -1.0008 -0.0068 -0.20
C 5.0419 -6.7768 -2.5922 -0.8376 1.4667 -1.5319 -0.34
C 6.3073 -3.1707 4.7300 -1.1572 1.1359 -0.9460 -0.21
C -11.2161 6.7335 5.9196 -0.1367 -1.4032 -0.4480 -0.70
C -9.7919 4.8209 5.7663 0.2181 -0.9809 -0.0053 -0.52
C 2.1150 6.1468 5.5764 0.8831 0.6456 -0.1933 -0.33
C -7.8615 -0.0278 -2.3971 -0.2687 -1.1199 -1.1368 -0.56
C 0.4491 -0.5853 0.0851 -1.2600 -0.1384 -0.3149 -0.14
C -0.9289 -0.8214 0.1361 1.2757 0.2668 1.2278 -0.56
C -9.6049 3.3854 5.1325 0.6747 2.4713 1.2369 -0.34
C -7.1626 -2.5617 0.2423 -0.2049 0.5989 -0.3268 -0.69
C -8.0395 1.8514 4.5216 2.0376 -0.9493 -0.9901 -0.75
C -7.1567 -1.2138 -1.6950 -0.1588 0.1885 -0.4864 -0.59
C 4.1831 -5.7101 -3.0295 1.1866 -1.2828 1.2992 -0.43
C 6.6790 -0.8665 4.1561 0.3196 -0.7094 -0.0270 -0.23
C 4.6888 5.4884 -9.7563 -0.5309 -0.7265 -0.5663 -0.73
C 6.1987 -7.0315 -3.3569 -1.0893 1.1973 0.9255 -0.38
C 5.4419 3.3365 -8.7171 -0.7433 1.0213 -1.9020 -0.49
C 5.7053 -5.1149 -4.7759 1.1979 -0.1132 -0.3443 -0.40
C -1.0081 -1.8481 -5.9623 -0.1771 -0.8487 -0.6951 -0.74
H -10.3384 0.0216 -1.1898 -0.1192 0.7994 -0.4336 0.30
H -1.6476 -2.6579 -5.6109 0.3239 -0.4969 -0.4038 0.27
H -1.6514 1.4265 2.6656 -0.3742 -0.3566 0.0145 0.41
H 1.8782 -0.4904 -9.0985 0.0538 0.3508 0.5319 0.37
H -6.0756 -1.1805 -1.8299 0.3592 0.6092 -0.0746 0.49
H -1.5760 -5.0826 4.5063 -0.2495 -0.1113 -0.0567 0.33
H -11.0831 -1.0948 -2.3992 0.0619 0.7151 -0.7144 0.32
H 4.7696 1.7336 -4.4929 -0.4306 0.6267 -0.3150 0.27
H 1.4472 -1.3227 -6.6329 0.0070 0.4345 0.3667 0.30
H 3.3187 -5.4011 -2.4606 -0.1856 -0.3697 0.1067 0.34
H -8.8164 1.4958 3.8447 -0.4747 0.7264 -0.0356 0.35
H -10.9610 6.9363 6.9598 0.7490 -0.4244 0.0815 0.29
H 1.6859 7.1232 5.8014 0.0931 0.2333 -0.4767 0.34
H 9.5269 -2.3107 5.3946 0.0174 -0.0077 0.1633 0.36
H -7.8720 0.9967 5.1770 0.0803 0.1701 0.5822 0.27
H 4.5102 6.5313 -9.4945 0.0561 -0.1950 0.6404 0.25
H -1.3587 -1.6882 -0.3437 -0.1696 0.1669 -0.2095 0.36
H 6.2972 3.3411 -9.3929 0.2646 -0.2900 -0.1895 0.30
H 5.0769 5.9073 4.6734 -0.4336 0.5679 0.2295 0.35
H -12.2688 7.0162 5.9237 0.0024 -0.1713 -0.7784 0.26
H 4.6123 2.8794 -9.2565 0.0499 -0.9674 0.2694 0.33
H -9.7197 -1.5109 -1.4932 -0.2296 -0.4509 0.5001 0.17
H -1.9490 -6.7170 6.2508 0.1400 -0.2310 0.4288 0.36
H -7.3004 0.1828 -3.3076 0.1125 -0.1170 -0.0144 0.31
H 5.4242 0.6763 -5.6700 0.3043 -0.4074 -0.0361 0.29
H 3.9272 -4.0928 -4.3721 -0.1669 0.0665 -0.0197 0.38
H 6.3522 1.6536 -7.6792 -0.1334 -0.2080 -0.6959 0.38
H 0.6361 1.9678 2.3051 0.2719 0.2225 -0.1979 0.47
H 0.2476 -0.1916 -7.3732 -0.0430 0.0954 0.0280 0.46
H -0.3203 -1.6342 -5.1442 0.2343 0.1857 -0.1623 0.30
H -0.2730 -2.9751 4.9945 -0.4032 -0.4032 -0.8063 0.37
H -6.0978 -2.6743 0.4463 0.2248 -0.1319 -0.3063 0.25
H 1.5256 5.5271 3.5989 -0.0499 0.0953 -0.1055 0.28
H 8.6559 -0.0683 4.5778 0.0382 -0.0118 0.0743 0.36
H -10.5999 7.2933 5.2160 -0.1832 0.4527 0.2385 0.30
H -10.1742 2.6488 5.6994 0.1621 -0.1626 0.0418 0.29
H 1.0264 -1.3116 -0.4677 0.5066 0.3982 -0.1812 0.39
H -9.5952 4.7848 6.8378 -0.1949 -0.1569 0.2957 0.31
H 4.7404 -7.3364 -1.7191 0.2377 -0.2387 -0.0250 0.35
H 2.3169 3.9499 7.4187 0.5373 0.5154 -0.1143 0.29
H 5.3588 4.4662 3.9061 0.1385 -0.1719 -0.4042 0.28
H 0.7418 -1.6436 -9.5081 0.0068 -1.0018 -0.0848 0.34
H 6.7933 3.2005 -7.1022 0.0173 0.3531 0.4397 0.31
H 1.6461 -3.9237 -9.3968 -0.1411 0.1873 -0.2747 0.32
H -7.1442 2.0005 3.9180 0.1762 -0.6976 -0.2394 0.25
H 4.8267 -1.9461 3.7144 -0.1079 0.1122 0.2126 0.40
H 0.9963 3.1977 6.7255 -1.0119 0.7474 -0.1090 0.32
H 5.4201 5.5400 -10.5630 0.5209 -0.4579 0.0574 0.29
H 5.8317 -4.3341 -5.5113 0.9392 -0.4595 -0.5030 0.36
H -2.6671 -0.3955 1.2364 -0.3013 0.0785 -0.0081 0.36
H -7.5364 -3.3050 -0.4618 0.1819 -0.4786 0.2206 0.35
H 2.0346 0.6508 0.7309 0.0922 0.3161 -0.0065 0.34
H -7.3960 -2.1504 -2.1986 -0.6030 -0.1751 -0.1999 0.37
H 3.0485 -4.3399 -8.5040 0.3766 0.5239 0.2329 0.30
H -10.0371 3.4851 4.1368 0.4161 -0.4026 -0.3332 0.32
H -9.0044 5.4708 5.3847 0.0092 0.1465 -0.4915 0.34
H 7.8389 -4.1956 5.6532 0.7310 -0.1752 -0.2529 0.30
H 5.1058 5.8865 2.9331 -1.1860 0.0540 -0.6085 0.33
H -7.6623 -2.6631 1.2057 -0.2268 0.2115 -0.1681 0.22
H -0.6827 -6.1925 8.5876 -0.4256 -0.9955 -0.3591 0.31
H 6.3232 0.0485 3.7060 0.0066 0.2064 0.0895 0.36
H 6.4037 1.9898 -5.0314 0.2346 0.2969 -0.1383 0.31
H 7.4605 -6.5042 -4.8761 0.1910 0.8398 -0.5360 0.32
H 3.7611 5.1109 -10.1863 -0.2247 -0.0028 -0.3253 0.30
H 2.8082 6.7586 3.5064 -0.1292 0.2436 0.3369 0.39
H -7.7800 0.8948 -1.8225 -0.6597 -0.0840 0.4226 0.33
H 3.0557 6.0800 6.1231 0.4213 0.2073 -0.0175 0.30
H 1.5321 -3.9764 -7.6859 0.1237 0.6929 0.4525 0.27
H 0.9057 -2.7252 6.8697 0.2004 0.0231 0.3529 0.34
H 2.2795 3.4358 5.6984 0.4217 0.7467 -0.2383 0.27
H 5.5627 -3.9474 4.8236 0.4247 -0.5652 0.1358 0.35
H -1.7288 -1.0396 -6.0850 0.3857 0.4939 -0.3281 0.29
H 0.7732 -4.2905 8.7439 -0.3617 -0.4392 0.4214 0.35
H 6.8498 -7.8277 -3.0277 0.1700 -0.0706 -0.2832 0.35
```
Forces are in eV/Å.